Formula: C37H40N7O15P
Source: the OMol25 dataset
Level of theory: wB97M-V/def2-TZVPD

Cartesian coordinates (Å):
C (-4.935789, -0.433809, 7.966296)
C (-3.782790, -1.375706, 7.207184)
O (-3.822879, -1.358429, 5.867423)
N (-2.820310, -2.200428, 8.052189)
C (-1.639983, -2.678577, 7.234549)
O (-2.452573, -1.547725, 9.168535)
C (-2.840646, -2.285430, 10.392100)
O (-4.089779, -2.765405, 10.592761)
N (-1.809394, -2.477771, 11.523824)
C (-0.939922, -3.618018, 11.045469)
C (0.397892, -3.905731, 11.946303)
O (1.353094, -4.629863, 11.043507)
P (-0.947027, -0.919202, 11.591633)
C (0.487302, -0.849314, 10.280514)
O (-0.193383, -0.757575, 13.188237)
H (-4.483847, 0.250497, 8.801212)
H (-5.501133, 0.193384, 7.123808)
H (-5.666339, -1.212605, 8.485345)
H (-0.668563, -2.901395, 7.848229)
H (-1.973188, -3.718207, 6.752594)
H (-1.331922, -1.969948, 6.349697)
H (-1.611359, -4.602110, 11.126162)
H (-0.602894, -3.555864, 9.926789)
H (0.972798, -2.954172, 12.310287)
H (0.239378, -4.605048, 12.870822)
H (2.130718, -3.993080, 10.888163)
H (0.211192, -1.604446, 9.398769)
H (1.496246, -1.157712, 10.786708)
H (0.491825, 0.217831, 9.788177)
H (-0.595398, 0.024422, 13.678922)
O (-2.072191, 1.853193, -0.984345)
N (-2.322891, 0.862304, -0.282212)
O (-2.281233, -0.309851, -0.682661)
C (-2.699518, 1.093869, 1.117432)
C (-2.795718, 2.405449, 1.602482)
C (-3.177983, 2.620228, 2.928052)
C (-3.456463, 1.535019, 3.760465)
C (-3.349676, 0.229584, 3.277725)
C (-2.971044, 0.002348, 1.953085)
H (-2.582169, 3.261780, 0.966520)
H (-3.261995, 3.634661, 3.312006)
H (-3.759621, 1.707662, 4.791723)
H (-3.565514, -0.611030, 3.933490)
H (-2.895523, -1.020889, 1.591103)
O (0.870979, 4.433199, -7.676682)
N (0.620278, 3.442310, -6.974549)
O (0.661937, 2.270155, -7.374998)
C (0.243652, 3.673875, -5.574906)
C (0.147451, 4.985455, -5.089855)
C (-0.234813, 5.200234, -3.764285)
C (-0.513293, 4.115026, -2.931872)
C (-0.406506, 2.809590, -3.414612)
C (-0.027874, 2.582354, -4.739252)
H (0.361000, 5.841787, -5.725817)
H (-0.318826, 6.214668, -3.380331)
H (-0.816452, 4.287668, -1.900614)
H (-0.622345, 1.968976, -2.758847)
H (0.047646, 1.559117, -5.101234)
O (-0.095595, 3.861631, -14.767748)
N (-0.770798, 4.341192, -13.844804)
O (-1.501609, 5.336199, -13.953963)
C (-0.695421, 3.688702, -12.532155)
C (0.147439, 2.582980, -12.354008)
C (0.233347, 1.981478, -11.096946)
C (-0.518936, 2.477620, -10.031087)
C (-1.365459, 3.572409, -10.213946)
C (-1.457595, 4.184060, -11.465770)
H (0.740224, 2.184458, -13.174460)
H (0.889719, 1.126944, -10.946946)
H (-0.444341, 2.008779, -9.051379)
H (-1.950780, 3.951413, -9.379081)
H (-2.119496, 5.038396, -11.591240)
O (3.205169, -2.309900, -10.613952)
N (2.448304, -1.659688, -11.350215)
O (1.613235, -0.837400, -10.947052)
C (2.544677, -1.882887, -12.797752)
C (3.449229, -2.831115, -13.295169)
C (3.519202, -3.056419, -14.671298)
C (2.696800, -2.337958, -15.540557)
C (1.804340, -1.386741, -15.043260)
C (1.723354, -1.154705, -13.668753)
H (4.096832, -3.399258, -12.630956)
H (4.213279, -3.795037, -15.066589)
H (2.750953, -2.521149, -16.612336)
H (1.168816, -0.828744, -15.727361)
H (1.020403, -0.412296, -13.296684)
O (3.430643, -1.578965, 10.271925)
N (2.975767, -2.084432, 9.234961)
O (1.926503, -2.741459, 9.176641)
C (3.734531, -1.895840, 7.992711)
C (4.946048, -1.191368, 8.019489)
C (5.675420, -1.036070, 6.839113)
C (5.196021, -1.575470, 5.644389)
C (3.984005, -2.267538, 5.618650)
C (3.247119, -2.431754, 6.793257)
H (5.333271, -0.765107, 8.942373)
H (6.620141, -0.496702, 6.850859)
H (5.771046, -1.456649, 4.727640)
H (3.615593, -2.682456, 4.683043)
H (2.305978, -2.976456, 6.757198)

Cartesian forces, eV/Å:
0.345 -1.137 -0.079
-1.079 1.269 -4.091
0.931 -0.979 7.854
-1.583 0.661 -5.076
0.796 -1.584 -1.421
0.254 -0.569 4.330
-6.707 -2.509 2.409
8.604 3.333 -2.060
0.936 0.560 -3.373
0.096 -2.858 0.247
1.090 -0.011 -0.376
0.413 1.945 1.105
-0.182 2.656 0.814
-0.186 -0.899 -0.137
-0.958 0.104 -1.500
-0.771 -1.375 -1.688
1.464 -1.586 1.945
1.479 1.764 -1.068
-2.189 0.573 -0.720
0.760 2.363 0.995
-0.861 -1.130 1.822
1.443 2.058 -0.263
-0.477 0.160 2.135
-1.566 -1.480 -0.555
-0.125 1.451 -1.828
-2.029 -1.506 0.308
0.505 1.843 2.240
-2.077 0.978 -1.140
-0.001 -1.956 1.392
0.456 -1.570 -1.326
-0.337 -1.358 0.928
0.253 -0.431 -1.043
-0.003 1.838 0.507
-0.264 0.168 0.897
-0.007 -0.051 -0.010
0.046 -0.360 -0.166
0.057 -0.028 -0.177
0.058 0.146 -0.266
0.008 0.143 -0.039
-0.031 -0.358 0.001
0.038 -0.194 -0.143
0.067 -0.079 -0.200
0.074 0.261 -0.226
0.020 0.345 -0.095
-0.342 -1.551 0.968
0.364 0.051 -1.104
0.201 1.590 0.852
-0.303 0.161 0.919
-0.013 -0.044 -0.018
0.040 -0.384 -0.173
0.047 -0.025 -0.145
0.150 0.183 -0.250
0.007 0.115 -0.026
-0.018 -0.360 -0.008
0.041 -0.196 -0.142
0.056 -0.081 -0.215
0.032 0.231 -0.236
0.033 0.343 -0.093
-0.976 0.712 1.228
-0.091 0.556 -1.047
1.053 -1.413 0.062
0.059 -0.395 0.801
-0.068 0.067 0.107
-0.174 0.313 -0.095
-0.245 -0.025 -0.158
0.245 -0.170 -0.428
0.036 0.000 0.011
-0.206 0.292 0.065
-0.227 0.339 -0.077
-0.067 0.128 -0.517
0.096 -0.028 -0.208
0.249 -0.204 -0.190
-1.203 1.039 -1.114
0.112 0.035 1.372
1.233 -1.319 -0.520
0.053 -0.171 -0.997
-0.061 0.043 0.001
-0.261 0.279 0.168
-0.013 0.030 0.139
0.229 -0.206 0.254
0.058 -0.054 0.020
-0.266 0.251 0.004
-0.133 0.158 0.143
-0.008 0.049 0.227
0.119 -0.084 0.201
0.215 -0.246 0.106
-0.569 -0.957 -1.254
-0.159 -0.214 0.334
2.142 0.527 -0.115
0.461 0.212 -0.802
-0.035 -0.033 -0.009
-0.358 -0.199 0.026
-0.078 -0.016 0.117
0.110 0.145 0.365
0.027 0.019 0.021
-0.262 -0.193 -0.132
-0.226 -0.111 0.056
-0.131 -0.021 0.197
0.033 0.073 0.239
0.235 0.147 0.208

Summary:
Total charge ... 0
E_HOMO ... -8.673 eV
SMILES ... CC(=O)N(C)OC(=O)N(CCO)P(C)O.O=[N+]([O-])c1ccccc1.O=[N+]([O-])c1ccccc1.O=[N+]([O-])c1ccccc1.O=[N+]([O-])c1ccccc1.O=[N+]([O-])c1ccccc1